119
Properties=species:S:1:pos:R:3:mulliken_charge:R:1 method="wB97M-V/def2-TZVPD" charge=-2 s_squared=0.759 homo_energy_ev="-0.3 / -2.2" spin_multiplicity=2
C -1.937 -2.141 -2.583 0.5448
C -0.809 -1.709 -3.279 0.1028
H 0.112 6.257 -2.610 0.3825
H 3.235 1.395 -3.779 0.7419
C -2.581 0.363 -4.548 -0.7600
C 2.404 -2.779 -2.033 -1.1564
C 0.930 4.332 -2.180 -0.6711
H 2.307 -4.873 -2.476 0.2923
H 1.286 3.024 0.908 -0.4238
H -5.071 -7.038 3.606 0.3537
N -1.259 -1.911 1.996 0.5431
H 2.802 3.094 -3.750 0.6784
C -6.462 -0.016 -3.203 -0.8625
C -4.928 0.660 -1.544 -0.1224
C -2.856 -4.861 2.268 0.4584
H -3.256 -0.239 1.824 0.4136
C 0.229 -5.678 -1.005 -1.8706
C -2.955 2.961 -3.661 -1.4668
C -1.785 -4.302 -3.612 -0.8907
Hg 0.105 0.022 0.678 2.0296
C -4.089 -5.390 2.690 1.0048
C 6.531 2.380 -0.362 -0.5134
C -3.576 -0.468 5.169 -0.8280
H -4.287 0.703 -5.791 0.3949
H -2.350 -1.687 6.423 0.3691
C 0.791 -4.282 -1.095 1.2157
H -0.131 -4.582 -4.940 0.3732
P -0.260 -0.001 -2.919 2.2449
C -4.118 -6.637 3.287 -0.6918
C 1.835 -1.741 -1.321 1.7393
C 3.909 2.244 -1.326 0.4532
C 1.294 3.396 -1.212 0.5135
H -3.580 -3.001 1.878 0.4745
H 1.716 -0.332 -4.301 0.5229
C -1.719 0.892 -3.593 0.3032
H -5.468 -4.301 1.460 0.3497
H -4.160 -0.074 5.989 0.3598
C -3.809 2.427 -4.611 -0.6467
C -1.920 2.197 -3.156 0.7855
Si 0.557 1.051 3.399 0.5288
H 7.538 2.426 0.036 0.3538
C -0.646 -3.893 -4.281 -0.6157
H -6.646 -0.911 -3.798 0.2135
C 0.217 -3.206 -0.391 -0.1555
C -5.342 -4.587 2.505 -1.5902
H -4.632 3.013 -4.996 0.2971
C 5.643 3.429 -0.146 -0.6843
S -3.730 0.081 -0.506 -0.2855
C -2.962 -7.377 3.485 -0.7485
C -0.682 -2.860 4.675 -1.8778
H 1.584 1.965 -5.533 0.4646
H -3.108 3.968 -3.302 0.4688
H 2.265 -0.755 -1.452 -0.4588
H -0.391 6.770 -0.239 0.3461
H -6.214 -5.156 2.821 0.3934
H 0.154 -2.687 4.001 0.2712
C 2.412 2.088 -3.561 -1.9340
N -2.827 -3.634 1.642 0.4499
H -0.835 -7.407 3.243 0.4244
O -5.365 -0.313 -2.378 -0.0222
C 0.737 -1.907 -0.470 -1.4799
C 0.390 4.893 0.463 -0.5358
H -0.333 -2.735 5.698 0.4946
C -3.070 -0.555 2.836 0.5775
H -1.263 2.609 -2.403 0.2605
C -1.694 -5.608 2.479 -0.5082
C -3.618 1.127 -5.051 -0.7525
H 1.100 4.142 -3.225 0.2045
O -2.164 2.498 0.168 -0.2960
Cl -0.765 1.487 5.014 -0.3728
C -3.825 -0.051 3.874 -1.1842
H -0.738 -5.192 2.200 0.8044
H -2.433 -1.457 -1.909 -0.4439
C 1.261 1.763 -4.500 -0.3666
C 4.814 1.195 -1.537 -0.0261
Cl 1.808 -0.326 4.411 -0.4004
H 0.275 0.007 -5.295 0.6789
C 1.008 3.705 0.119 0.1488
H 3.651 4.161 -0.396 0.3514
P 2.149 1.845 -1.650 2.4295
C 2.265 1.105 0.228 -1.4606
H 4.481 0.306 -2.058 0.0994
H 5.969 4.299 0.414 0.3815
H -4.602 0.669 3.661 0.4809
H -3.318 -3.727 -2.227 0.4668
C -0.156 -2.609 -4.114 -1.0628
H -2.168 -5.305 -3.760 0.2959
H 3.252 -2.597 -2.681 0.3781
H 0.740 -2.320 -4.643 0.2306
Cl 1.782 2.786 3.641 -0.4070
C 0.065 5.825 -0.510 -0.7286
O 3.125 0.344 0.521 -0.3595
C -2.044 -1.466 3.072 -0.5540
H 6.788 0.433 -1.229 0.3693
H 0.131 -6.012 0.028 0.1855
C -2.563 -1.378 5.408 -0.6838
C -1.748 -6.851 3.079 -1.1965
H 0.182 5.100 1.505 0.4687
H -2.452 -0.654 -4.893 0.3250
H -1.025 -3.890 4.550 0.2382
C 0.344 5.536 -1.833 -0.7319
C 4.344 3.358 -0.611 -0.5063
H -5.295 -3.671 3.098 0.2883
C -1.880 1.396 0.016 -0.0355
H -6.241 0.839 -3.849 0.2972
C 1.881 -4.051 -1.915 -0.8581
S -5.585 2.173 -1.569 -0.3038
N -0.954 -3.531 0.328 1.6972
C -1.619 -2.941 1.342 -1.4101
H 0.883 -6.377 -1.524 0.4516
H 0.399 2.402 -4.295 0.0377
H -1.458 -4.317 -0.058 0.2041
C -1.784 -1.888 4.380 1.1407
H -0.753 -5.727 -1.480 0.3387
C 6.109 1.264 -1.066 -0.7912
H -7.342 0.229 -2.597 0.3087
C 0.832 0.303 -4.397 -1.5605
C -2.427 -3.418 -2.757 -0.5719
H -3.012 -8.346 3.962 0.3743


121
Properties=species:S:1:pos:R:3:mulliken_charge:R:1 method="wB97M-V/def2-TZVPD" charge=-2 homo_energy_ev=-1.5
S 1.484 -5.119 -1.841 -0.3789
H -3.382 -1.265 8.616 0.3388
C -1.990 0.348 5.979 -0.1993
C -2.026 -4.217 -3.286 -0.0800
C -4.166 4.123 3.442 -1.2935
H 4.270 -0.145 -4.139 0.3920
C 2.611 3.411 5.467 -0.5849
C -1.497 3.257 -3.301 -0.1220
C -1.305 2.077 -2.551 0.2869
C -0.122 -6.180 -3.914 -0.5388
H 4.434 -0.385 -2.394 0.4662
N -3.689 1.640 3.247 0.3606
C -3.745 5.332 2.911 -0.4379
H 4.299 -2.335 4.158 0.3883
C -1.315 -6.102 -4.625 -0.4142
H -1.509 -6.802 -5.430 0.3299
C 1.038 -1.415 3.886 0.6711
C 5.643 2.290 -1.263 -0.8972
C -0.838 -4.283 -2.555 -0.6611
C -0.907 -1.737 6.334 -0.6574
C -1.004 -0.566 5.578 0.4709
C 1.648 1.928 3.872 -0.7794
C -2.063 4.254 1.526 -0.9870
N -0.500 -3.449 -1.519 -0.0416
H -4.229 6.247 3.229 0.3646
P -0.101 0.046 3.919 2.3203
Si 5.368 1.798 -3.056 0.1833
H 1.785 0.130 -7.336 0.3774
H 0.862 -4.791 3.489 0.3844
H -2.748 -3.446 -3.042 0.2828
H 0.543 -1.222 -2.833 -0.3788
C -1.750 -1.982 7.417 -0.6024
H 2.877 -0.345 4.206 0.3221
N -1.945 -1.116 1.508 1.2780
C 4.196 0.350 -3.167 -0.7992
C 7.039 1.319 -3.807 -1.0575
H -0.152 -2.473 6.081 0.3467
H -3.069 -1.751 -1.232 0.5384
H -5.290 -1.374 -2.349 0.4500
H 4.657 3.063 -5.083 0.2495
C -3.268 -0.842 -1.795 -0.9059
H 3.294 4.213 5.728 0.3746
C -4.692 0.513 -3.151 -0.9066
O 1.971 1.087 1.629 -1.1223
C 0.621 -2.677 -5.910 -0.5851
C 2.511 2.979 4.152 -0.7765
C -2.751 0.959 2.505 -0.3194
H 0.098 -2.658 -6.871 0.3384
H 2.586 0.794 -5.903 0.1011
H -1.597 -3.060 0.804 0.1063
Si 0.896 -0.926 -5.258 0.2919
C 4.712 3.282 -4.013 -0.9056
H -2.740 4.485 -4.542 0.3794
N -2.287 0.023 -1.858 1.2697
H 3.107 3.431 3.366 0.5498
H -2.419 6.359 1.572 0.4111
H 2.192 -1.673 -3.246 0.6632
H -4.263 -1.130 3.917 0.3897
H 0.021 -3.267 -5.210 -0.1278
H -3.593 0.850 7.325 0.4087
H -1.498 -0.426 -4.843 0.1044
C -0.706 0.037 -5.442 -0.6006
C 2.208 -0.124 -6.359 -0.9439
C -2.133 -2.383 1.463 -0.6302
C 1.854 2.797 6.467 -0.6733
C 3.228 -2.444 4.038 -0.6722
C -3.569 -1.344 3.119 -0.4609
C -2.840 0.117 7.050 -0.8848
N -2.027 1.757 1.769 0.5682
H -1.260 4.294 0.800 0.6112
H 5.343 4.166 -3.877 0.3426
I 0.098 4.625 -3.342 -0.0586
H -0.568 -2.794 3.565 0.1583
H 6.921 0.998 -4.846 0.2764
C -3.730 2.689 -3.958 -0.2479
H -4.283 1.237 3.947 0.2387
I -5.477 3.227 -5.021 -0.0661
H -4.968 4.074 4.168 0.4035
C -2.672 3.560 -3.987 -0.3719
H 4.685 2.386 -0.743 0.2142
H 7.744 2.156 -3.789 0.2750
C -2.474 3.029 2.045 0.4257
C -2.711 5.394 1.967 -0.6544
H 0.386 1.305 6.966 0.4128
C -3.514 2.982 2.992 0.5436
H 1.951 3.140 7.492 0.3951
C -2.452 1.169 -2.550 -1.1356
H 7.487 0.490 -3.251 0.2961
C 0.679 -3.701 -0.999 -0.0742
H 6.172 3.244 -1.182 0.3123
H 3.701 3.531 -3.679 0.2232
S 1.477 -2.903 0.232 -0.0582
H -1.637 -2.897 7.991 0.3673
H 3.054 -0.799 -6.527 0.2736
H -5.628 0.693 -3.663 0.1201
H 1.573 -3.198 -6.053 0.2808
C 0.851 1.340 4.857 0.3516
C 1.312 1.126 2.652 0.3901
H -1.042 0.073 -6.482 0.4548
C 1.398 -0.954 -3.458 -0.0001
Te 2.134 0.970 -2.814 -0.1295
C 0.502 -2.688 3.693 -0.3035
C 2.674 -3.700 3.845 -0.7144
O -0.248 1.795 -1.922 -0.8097
C -3.659 1.472 -3.241 1.4751
C 1.303 -3.818 3.670 -0.7419
C 0.112 -5.273 -2.892 0.8982
H 0.618 -6.936 -4.152 0.3614
C -2.256 -5.124 -4.311 -0.7171
C -2.725 -1.064 7.776 -0.5493
C 0.974 1.759 6.178 -0.8799
C -2.743 -0.500 2.439 -0.7127
H -0.583 1.065 -5.087 0.0800
Cs 0.263 0.264 0.059 1.3118
S -3.320 -2.962 2.598 -0.3729
H 3.307 -4.579 3.809 0.3274
H 6.228 1.532 -0.736 0.2752
C -4.505 -0.633 -2.429 -1.0700
H -2.059 1.285 5.427 0.4908
C 2.418 -1.315 4.057 -0.6129
H -3.178 -5.071 -4.878 0.3611